#one
This record from the OMol25 dataset describes 2 unconnected molecules or ions with the total composition C6H16O2. The level of theory is wB97M-V/def2-TZVPD.

Last columns: bonded neighbours and bond lengths (Å).
CARTESIAN COORDINATES (ANGSTROEM)
1 H -9.17559 3.37281 2.74144  C6 1.103
2 H -5.49258 5.91624 3.81156  C16 1.103
3 C -7.17399 4.13504 2.93226  C6 1.525, H9 1.107, H12 1.107, O23 1.393
4 O -3.02755 7.36839 3.41365  C7 1.371, C20 1.422
5 H -3.29500 10.57440 4.16681  C21 1.103
6 C -8.17615 2.98748 3.00461  H1 1.103, C3 1.525, H15 1.103, H22 1.103
7 C -3.74250 8.46932 3.81082  O4 1.371, H13 1.107, H19 1.107, C21 1.540
8 H -6.40019 6.47786 2.37276  C16 1.103
9 H -6.16416 3.79768 3.23537  C3 1.107
10 H -4.40108 6.16789 2.49569  C20 1.103
11 H -6.70942 7.22103 3.97320  C16 1.103
12 H -7.14112 4.36540 1.84999  C3 1.107
13 H -4.04331 8.20024 4.84163  C7 1.107
14 H -3.03757 5.26297 3.22459  C20 1.103
15 H -8.22045 2.55904 4.02003  C6 1.103
16 C -6.47208 6.27677 3.45489  H2 1.103, H8 1.103, H11 1.103, O23 1.434
17 H -4.30726 5.96797 4.27349  C20 1.103
18 H -1.90391 9.49490 4.49675  C21 1.103
19 H -4.66465 8.67499 3.23396  C7 1.107
20 C -3.71359 6.12438 3.35714  O4 1.422, H10 1.103, H14 1.103, H17 1.103
21 C -2.77023 9.66275 3.83498  H5 1.103, C7 1.540, H18 1.103, H24 1.103
22 H -7.91044 2.18539 2.29562  C6 1.103
23 O -7.42998 5.24595 3.73238  C3 1.393, C16 1.434
24 H -2.40230 9.82285 2.80756  C21 1.103

Properties
**SMILES**: CCOC.CCOC
**HOMO-LUMO gap**: 10.4 eV

natural (NBO) population analysis, charges in e, atoms 1 to 4: 0.2124 0.1696 -0.0548 -0.5454



#two
This record from the OMol25 dataset describes 3 unconnected molecules or ions with the total composition C6H16O2. The level of theory is wB97M-V/def2-TZVPD.

Last columns: bonded neighbours and bond lengths (Å).
CARTESIAN COORDINATES (ANGSTROEM)
1 H -1.90402 0.16448 -0.50656  C13 1.082
2 H -0.50140 0.07956 2.29448  C15 1.074
3 C -0.01792 0.79351 -2.65091  H7 1.073, H10 1.072, C17 1.536, H24 1.085
4 H 2.54178 -3.21610 -0.10376  O6 0.943
5 H -0.76793 2.28682 -0.61003  C8 1.092
6 O 1.99964 -2.48212 -0.34136  H4 0.943, H19 0.959
7 H -0.37737 1.76478 -2.93152  C3 1.073
8 C -0.15053 1.47328 -0.22394  H5 1.092, C13 1.534, H16 1.071, C17 1.520
9 H -3.21707 -0.84380 1.17172  C14 1.073
10 H -0.82318 0.08709 -2.69980  C3 1.072
11 H 0.90883 -0.23981 -1.02692  C17 1.065
12 H 2.83338 0.62928 2.00988  O21 0.936
13 C -1.19489 0.45720 0.25702  H1 1.082, C8 1.534, C15 1.380
14 C -2.30577 -1.08682 1.68349  H9 1.073, C15 1.480, H18 1.086, H23 1.103
15 C -1.24462 -0.06649 1.53290  H2 1.074, C13 1.380, C14 1.480
16 H 0.38679 2.03063 0.51618  C8 1.071
17 C 0.68018 0.76864 -1.28348  C3 1.536, C8 1.520, H11 1.065, H20 1.142
18 H -1.90534 -2.00521 1.26400  C14 1.086
19 H 1.99279 -1.95257 0.45871  O6 0.959
20 H 1.67488 1.32355 -1.37090  C17 1.142
21 O 1.94953 0.34005 2.11654  H12 0.936, H22 1.035
22 H 1.45018 0.58795 1.24445  O21 1.035
23 H -2.50251 -1.33486 2.73961  C14 1.103
24 H 0.49456 0.44096 -3.53981  C3 1.085

Properties
**SMILES**: C/C=C/CCC.O.O
**HOMO-LUMO gap**: 9.5 eV

natural (NBO) population analysis, charges in e, atoms 1 to 4: 0.1945 0.2190 -0.6131 0.4663



In terms of stability, #two leads; the second structure lies 1.362 eV higher.



#one
This record from the OMol25 dataset describes a single C19H31N5O3 molecule. The level of theory is wB97M-V/def2-TZVPD.

Last columns: bonded neighbours and bond lengths (Å).
CARTESIAN COORDINATES (ANGSTROEM)
1 O 2.29387 3.89230 0.55850  C56 1.220
2 O -4.49844 -1.74166 -1.02006  C18 1.222
3 H -4.98311 -1.95557 1.41429  C4 1.094
4 C -4.15325 -1.33084 1.75781  H3 1.094, C19 1.527, C35 1.533, C48 1.523
5 H -3.88043 -0.91945 -3.01232  C22 1.085
6 H 0.54396 2.83138 -1.93529  C57 1.091
7 H 5.36345 -2.24174 0.89479  C55 1.087
8 O -2.11993 -3.33455 2.27902  C13 1.411, C46 1.421
9 C -1.13665 1.08630 -0.57527  H10 1.094, H17 1.093, C36 1.535, C50 1.527
10 H -1.54686 1.73533 -1.35434  C9 1.094
11 N 4.89142 -0.72395 -0.43237  N14 1.342, C47 1.350, C55 1.447
12 H 6.76799 -1.47117 0.12976  C55 1.089
13 C -2.49382 -3.03668 0.95164  O8 1.411, H23 1.099, C35 1.533, H40 1.092
14 N 4.33423 -1.50183 -1.37342  N11 1.342, N44 1.297
15 H 5.86094 -0.61214 1.39489  C55 1.087
16 N 3.12039 2.79790 -1.23687  C42 1.461, C49 1.462, C56 1.373
17 H -1.80517 1.18306 0.28353  C9 1.093
18 C -3.39818 -1.37078 -0.63974  O2 1.222, C35 1.521, N53 1.364
19 C -3.75082 -1.76767 3.16488  C4 1.527, C46 1.518, H51 1.093, H52 1.096
20 H 3.45370 2.06090 -3.17714  C49 1.094
21 H 4.49442 3.90586 -0.14921  C42 1.085
22 C -2.86486 -0.56559 -2.86879  H5 1.085, H37 1.093, H43 1.092, N53 1.454
23 H -3.29782 -3.70686 0.61712  C13 1.099
24 C 3.69042 0.52946 -1.69019  N44 1.358, C47 1.368, C49 1.494
25 H 0.03309 3.66246 -0.46632  C57 1.090
26 H -0.52104 -0.44414 -1.95759  C50 1.094
27 H -4.89211 0.42734 0.71969  C48 1.091
28 H 0.99633 0.76041 -0.55198  C36 1.096
29 H 0.41753 1.60721 0.86063  C36 1.091
30 H -5.43036 0.29896 2.39487  C48 1.092
31 H -3.77031 0.78140 2.04637  C48 1.094
32 C 4.88871 1.79087 0.15985  H33 1.092, H34 1.093, C42 1.537, C47 1.492
33 H 5.95861 1.83322 0.37384  C32 1.092
34 H 4.35414 1.84118 1.11207  C32 1.093
35 C -2.97908 -1.58956 0.80618  C4 1.533, C13 1.533, C18 1.521, H41 1.093
36 C 0.28917 1.52981 -0.22026  C9 1.535, H28 1.096, H29 1.091, C57 1.532
37 H -2.81680 0.49964 -3.10759  C22 1.093
38 H -2.85636 -3.48299 4.14988  C46 1.089
39 H 5.14927 3.06000 -1.57331  C42 1.092
40 H -1.61395 -3.22131 0.33256  C13 1.092
41 H -2.15613 -0.93341 1.09955  C35 1.093
42 C 4.47343 2.98224 -0.71876  N16 1.461, H21 1.085, C32 1.537, H39 1.092
43 H -2.19254 -1.10359 -3.54075  C22 1.092
44 N 3.59009 -0.75236 -2.12649  N14 1.297, C24 1.358
45 H -4.01678 -3.88742 2.86954  C46 1.099
46 C -3.22041 -3.18970 3.16590  O8 1.421, C19 1.518, H38 1.089, H45 1.099
47 C 4.51957 0.56294 -0.60307  N11 1.350, C24 1.368, C32 1.492
48 C -4.58699 0.12834 1.72329  C4 1.523, H27 1.091, H30 1.092, H31 1.094
49 C 2.99948 1.73709 -2.23583  N16 1.462, H20 1.094, C24 1.494, H54 1.085
50 C -1.16883 -0.35380 -1.08076  C9 1.527, H26 1.094, N53 1.453, H58 1.091
51 H -4.60912 -1.69632 3.83790  C19 1.093
52 H -2.97393 -1.09828 3.55044  C19 1.096
53 N -2.49117 -0.80099 -1.48399  C18 1.364, C22 1.454, C50 1.453
54 H 1.95438 1.52085 -2.43351  C49 1.085
55 C 5.78060 -1.29774 0.55471  H7 1.087, N11 1.447, H12 1.089, H15 1.087
56 C 2.08476 3.24433 -0.45339  O1 1.220, N16 1.373, C57 1.512
57 C 0.67496 2.87079 -0.85317  H6 1.091, H25 1.090, C36 1.532, C56 1.512
58 H -0.75366 -1.02948 -0.33170  C50 1.091

Properties
**SMILES**: C[C@@H]1CCOC[C@H]1C(=O)N(C)CCCCC(=O)N1CCc2c(nnn2C)C1
**HOMO-LUMO gap**: 9.8 eV

natural (NBO) population analysis, charges in e, atoms 1 to 4: -0.6310 -0.6452 0.2223 -0.1986



#two
This record from the OMol25 dataset describes a single C19H31N5O3 molecule. The level of theory is wB97M-V/def2-TZVPD.

Last columns: bonded neighbours and bond lengths (Å).
CARTESIAN COORDINATES (ANGSTROEM)
1 H 1.88542 -3.71142 0.39714  C18 1.093
2 C 0.07454 -2.64241 -2.56290  H4 1.093, N12 1.464, C30 1.494, H47 1.085
3 H -0.02377 -3.33929 2.64033  C26 1.089
4 H -0.42405 -3.29869 -3.28043  C2 1.093
5 H -0.37275 3.10458 4.37485  C46 1.094
6 H 0.80462 -5.08116 -2.11428  C33 1.092
7 H 1.64386 -0.64580 -3.31842  C16 1.089
8 H 3.34839 -0.48780 -2.91646  C16 1.088
9 H -1.52693 3.81422 2.31687  C13 1.094
10 H 0.88951 -5.16554 0.31570  C18 1.092
11 H 0.47026 1.82806 3.49685  C46 1.095
12 N 1.44068 -3.12449 -2.35214  C2 1.464, C33 1.463, C54 1.378
13 C -0.64193 3.17699 2.23220  H9 1.094, C23 1.522, C43 1.533, C46 1.527
14 C -0.13418 1.16995 -1.49074  H15 1.095, C36 1.529, N44 1.452, H52 1.088
15 H -0.44224 0.72157 -2.44115  C14 1.095
16 C 2.38482 -0.82678 -2.54106  H7 1.089, H8 1.088, C20 1.541, C54 1.514
17 C -0.14630 -3.33740 -0.16091  C18 1.492, N28 1.349, C30 1.364
18 C 1.07380 -4.19601 -0.15196  H1 1.093, H10 1.092, C17 1.492, C33 1.541
19 H 0.74976 4.75475 2.74420  C23 1.092
20 C 2.03242 -0.09022 -1.23453  C16 1.541, H22 1.096, C36 1.530, H38 1.090
21 H -2.20848 0.45695 0.73415  C49 1.090
22 H 1.35096 -0.71093 -0.64161  C20 1.096
23 C 0.56688 4.05149 1.92956  C13 1.522, H19 1.092, H40 1.091, H50 1.094
24 O -1.98915 3.92946 -0.12127  C31 1.222
25 H -0.01306 1.58113 0.95410  C43 1.093
26 C -1.01619 -3.45715 2.20885  H3 1.089, H27 1.086, N28 1.447, H55 1.090
27 H -1.72408 -2.82586 2.73824  C26 1.086
28 N -1.00678 -3.02216 0.82902  C17 1.349, C26 1.447, N41 1.340
29 H -1.46306 0.84660 4.66645  C56 1.090
30 C -0.62070 -2.65184 -1.24066  C2 1.494, C17 1.364, N39 1.354
31 C -1.29386 2.92587 -0.17960  O24 1.222, C43 1.526, N44 1.363
32 H -1.51410 4.13233 -2.34443  C35 1.085
33 C 1.49280 -4.39152 -1.62204  H6 1.092, N12 1.463, C18 1.541, H45 1.085
34 H 1.78728 1.79153 -2.30141  C36 1.093
35 C -1.13790 3.14520 -2.59317  H32 1.085, H37 1.093, H42 1.092, N44 1.451
36 C 1.38840 1.28547 -1.41819  C14 1.529, C20 1.530, H34 1.093, H57 1.093
37 H -1.89583 2.61416 -3.17550  C35 1.093
38 H 2.94764 -0.00984 -0.64762  C20 1.090
39 N -1.73639 -1.97359 -0.88123  C30 1.354, N41 1.298
40 H 0.41952 4.62822 1.01577  C23 1.091
41 N -1.96478 -2.20196 0.37612  N28 1.340, N39 1.298
42 H -0.23524 3.24012 -3.19955  C35 1.092
43 C -0.91484 2.18183 1.09818  C13 1.533, H25 1.093, C31 1.526, C49 1.536
44 N -0.83454 2.43542 -1.36500  C14 1.452, C31 1.363, C35 1.451
45 H 2.50031 -4.78914 -1.68398  C33 1.085
46 C -0.45921 2.40629 3.53740  H5 1.094, H11 1.095, C13 1.527, C56 1.519
47 H 0.07283 -1.64442 -2.98749  C2 1.085
48 O -1.76362 0.55211 2.69429  C49 1.414, C56 1.417
49 C -2.05452 1.22913 1.48776  H21 1.090, C43 1.536, O48 1.414, H51 1.099
50 H 1.46700 3.44044 1.81228  C23 1.094
51 H -2.98234 1.80827 1.59087  C49 1.099
52 H -0.48417 0.47998 -0.72570  C14 1.088
53 O 3.56717 -2.70834 -1.70890  C54 1.219
54 C 2.52906 -2.29354 -2.19421  N12 1.378, C16 1.514, O53 1.219
55 H -1.32614 -4.49921 2.28326  C26 1.090
56 C -1.61893 1.45543 3.77611  H29 1.090, C46 1.519, O48 1.417, H58 1.099
57 H 1.63432 1.91715 -0.56114  C36 1.093
58 H -2.55214 2.02177 3.90716  C56 1.099

Properties
**SMILES**: C[C@@H]1CCOC[C@H]1C(=O)N(C)CCCCC(=O)N1CCc2c(nnn2C)C1
**HOMO-LUMO gap**: 9.7 eV

natural (NBO) population analysis, charges in e, atoms 1 to 4: 0.2346 -0.2283 0.2123 0.2127



In terms of stability, #two leads; the second structure lies 0.105 eV higher.



#one
This record from the OMol25 dataset describes a single C4H5FOS2 molecule. The level of theory is wB97M-V/def2-TZVPD.

Last columns: bonded neighbours and bond lengths (Å).
CARTESIAN COORDINATES (ANGSTROEM)
1 O -0.99055 0.69416 0.20633  C5 1.419, C7 1.361
2 C 0.19998 -1.18690 1.25066  H6 1.202, C7 1.430, H8 1.120, S9 1.883
3 H 1.01633 1.82577 0.02904  C5 1.119
4 F -0.33698 -0.08590 -2.51400  C10 1.491
5 C 0.13072 1.30432 -0.41408  O1 1.419, H3 1.119, C10 1.374
6 H 1.27337 -0.64679 1.25668  C2 1.202
7 C -0.66310 -0.04728 1.29929  O1 1.361, C2 1.430, S12 1.692
8 H 0.37810 -1.86363 2.12525  C2 1.120
9 S -0.45609 -1.98517 -0.32358  C2 1.883, H13 1.453
10 C 0.29440 1.02847 -1.75046  F4 1.491, C5 1.374, H11 1.142
11 H 1.04739 1.69702 -2.28997  C10 1.142
12 S -1.70998 0.36116 2.56381  C7 1.692
13 H -0.18359 -1.09522 -1.43897  S9 1.453

Properties
**SMILES**: F/C=C\OC(=S)CS
**HOMO-LUMO gap**: 8.2 eV

natural (NBO) population analysis, charges in e, atoms 1 to 4: -0.5046 -0.6284 0.2362 -0.3408



#two
This record from the OMol25 dataset describes a single C4H5FOS2 molecule. The level of theory is wB97M-V/def2-TZVPD.

Last columns: bonded neighbours and bond lengths (Å).
CARTESIAN COORDINATES (ANGSTROEM)
1 H -3.21884 -0.50047 0.61263  C7 1.188
2 H 0.52255 2.51438 -0.54996  C5 1.055
3 C 0.93949 -0.94520 -0.60923  S4 1.821, O6 1.222, C13 1.499
4 S 2.64067 -0.91526 0.03836  C3 1.821, H12 1.366
5 C 0.98644 1.59549 -0.31993  H2 1.055, F11 1.415, C13 1.351
6 O 0.18299 -1.86967 -0.86608  C3 1.222
7 C -2.09316 -0.15520 0.77325  H1 1.188, S8 1.772, H9 1.287, H10 1.264
8 S -1.42776 0.24697 -0.81880  C7 1.772, C13 1.806
9 H -1.54593 -1.06910 1.49496  C7 1.287
10 H -2.29023 0.90287 1.43522  C7 1.264
11 F 2.34303 1.99797 -0.28810  C5 1.415
12 H 2.60499 -2.23773 -0.30035  S4 1.366
13 C 0.35576 0.43495 -0.60198  C3 1.499, C5 1.351, S8 1.806

Properties
**SMILES**: CS/C(=C/F)C(=O)S
**HOMO-LUMO gap**: 8.5 eV

natural (NBO) population analysis, charges in e, atoms 1 to 4: 0.2558 0.1875 0.3969 -0.0088



In terms of stability, #two leads; the second structure lies 1.663 eV higher.